(1)
C19H28BBrCl3FNO3S as an isolated structure, computed with ωB97M-V/def2-TZVPD.

Structure (XYZ):
```
58
Properties=species:S:1:pos:R:3:forces:R:3
C 0.411 2.651 3.465 -0.2542 0.5521 0.4380
O -0.214 2.773 2.174 0.4199 -0.8612 -0.2676
B -1.248 1.937 1.898 0.0132 0.4885 0.0905
O -2.228 1.805 2.834 0.1189 -0.3057 -0.0893
C -1.278 1.079 0.516 0.0701 0.2871 0.3990
C -1.239 -0.413 0.985 -0.4781 -0.2380 -0.1023
C -2.332 -1.338 0.452 0.1073 -0.1542 -0.3165
C -2.229 -1.684 -1.049 -0.0175 -0.3293 0.0565
C -1.147 -2.690 -1.356 0.0421 0.1693 -0.0776
C 0.184 -2.286 -1.444 -0.1664 -0.1129 -0.0143
C 1.190 -3.197 -1.726 -0.0926 0.1935 0.1478
C 0.872 -4.533 -1.912 0.1010 -0.0118 -0.0500
C -0.450 -4.947 -1.842 0.0099 0.0561 -0.0562
C -1.457 -4.026 -1.577 0.1388 -0.1168 0.1055
C -2.497 1.484 -0.367 -0.2402 0.7723 -0.5521
C -3.533 2.465 0.204 -0.2603 -0.3693 -0.1928
C -4.693 2.686 -0.780 -0.0777 -0.0631 0.1275
F -4.670 3.984 -1.261 0.0616 -0.1490 -0.0647
S -1.822 2.298 -1.885 -0.1194 -0.1106 0.0492
C -0.233 1.935 -1.433 -0.3910 0.0373 -0.1024
Br 1.082 2.355 -2.658 0.2395 -0.0299 0.0308
N -0.039 1.373 -0.289 0.3349 -0.0529 -0.2127
C 1.331 1.016 0.146 0.0985 -0.0337 0.3478
C 2.234 2.203 0.515 0.0853 -0.0948 -0.1972
C 3.616 2.148 -0.153 -0.0339 0.5312 -0.1249
O 4.595 2.556 0.786 -0.0509 -0.1509 0.0886
H 1.489 2.685 3.346 0.0243 -0.0096 -0.1350
H 0.126 1.727 3.966 -0.0203 -0.0527 -0.0754
H 0.113 3.481 4.102 -0.0416 0.0317 -0.0385
H -2.920 1.171 2.628 -0.0237 -0.0544 0.1564
H -0.290 -0.876 0.726 0.0718 0.1231 -0.0541
H -1.282 -0.444 2.075 0.0382 0.0048 0.0138
H -2.230 -2.280 0.995 -0.1056 0.0092 0.0700
H -3.339 -0.972 0.670 0.0364 0.1484 0.0944
H -2.064 -0.810 -1.683 -0.0240 0.1191 0.0744
H -3.187 -2.114 -1.346 -0.0212 0.0601 -0.0963
H 0.410 -1.236 -1.300 0.1369 0.0293 -0.1120
H 2.219 -2.863 -1.774 -0.3311 0.0016 -0.2626
H 1.657 -5.245 -2.127 -0.0062 -0.0398 0.0078
H -0.685 -5.988 -2.014 -0.0905 0.0042 0.0246
H -2.490 -4.350 -1.539 -0.0210 -0.0246 0.0060
H -3.072 0.662 -0.780 0.2539 -0.3793 0.3119
H -3.968 2.044 1.107 0.1070 0.1184 0.1256
H -3.097 3.440 0.421 0.0380 -0.0272 0.2236
H -4.654 1.996 -1.630 0.0857 0.1097 -0.0922
H -5.651 2.515 -0.290 -0.0196 0.1919 0.0206
H 1.243 0.353 1.001 -0.1460 0.0072 -0.0087
H 1.776 0.424 -0.653 -0.0331 0.0137 -0.0825
H 1.744 3.147 0.283 -0.0529 0.0129 0.0535
H 2.413 2.197 1.584 -0.0090 -0.0018 0.0596
H 3.628 2.832 -1.005 -0.0004 -0.1277 -0.1132
H 3.843 1.150 -0.538 0.0504 -0.0972 0.1598
H 5.115 3.277 0.425 0.0627 -0.0241 -0.0273
C 5.807 -3.461 -0.079 0.0392 -0.0403 -0.0542
Cl 6.189 -5.158 0.163 -0.0055 0.0076 0.0033
Cl 6.920 -2.708 -1.215 -0.0068 0.0141 0.0062
Cl 4.129 -3.275 -0.634 0.3770 -0.0439 0.2695
H 5.899 -2.953 0.872 -0.0216 0.0125 0.0104
```
Forces are in eV/Å.

Properties
E_HOMO   -11.74 eV
Orbital gap   8.22 eV
Lowest unoccupied orbital energy   -3.51 eV
Largest force on an atom   0.99 eV/A
Electronic energy   -5498.5823 Eh
Net charge   +1

***

(2)
C19H28BN6O3S2Se2W as an isolated structure, computed with ωB97M-V/def2-TZVPD.

Structure (XYZ):
```
62
Properties=species:S:1:pos:R:3:forces:R:3
W -0.625 -0.232 0.540 -0.2505 0.4644 0.2245
C -1.601 3.160 2.958 -0.0008 -0.0521 -0.0355
N -2.784 2.474 2.461 -0.0555 -0.0629 0.0267
C -3.945 2.304 3.170 -0.0840 -0.0455 -0.0441
C -4.794 1.618 2.366 0.0530 0.1133 0.0972
N -4.164 1.381 1.169 -0.0416 -0.0386 0.0569
B -5.036 0.722 0.019 0.0693 0.0461 0.0602
N -4.228 0.158 -1.194 0.1452 -0.1102 -0.0533
C -4.609 0.420 -2.488 -0.0025 -0.0440 -0.0929
C -4.014 -0.485 -3.299 -0.0607 0.0788 -0.0263
N -3.255 -1.302 -2.493 0.0118 0.0573 0.0164
C -2.577 -2.505 -2.955 0.0258 0.0029 0.0713
C -3.386 -0.879 -1.224 -0.0371 0.0252 0.2282
S -2.622 -1.576 0.181 -0.0264 0.0114 -0.0062
C -2.943 1.891 1.256 0.0748 0.0096 -0.2060
S -1.680 1.852 0.046 0.1514 -0.1434 0.0652
H -1.515 2.964 4.024 0.0241 0.0220 -0.0016
H -1.686 4.231 2.782 0.0293 -0.0061 -0.0019
H -0.725 2.767 2.448 -0.0080 0.0369 0.0362
H -4.062 2.686 4.167 -0.0148 -0.0070 0.0375
H -5.802 1.286 2.533 -0.0277 -0.0096 0.0230
H -5.759 1.575 -0.416 -0.0058 0.0324 -0.0130
H -5.629 -0.175 0.550 -0.0270 -0.0591 -0.0214
H -5.300 1.211 -2.710 -0.0155 0.0279 -0.0303
H -4.068 -0.638 -4.361 -0.0138 0.0200 -0.0316
H -1.727 -2.240 -3.580 -0.0308 -0.0278 -0.0115
H -3.289 -3.106 -3.517 0.0258 -0.0320 -0.0044
H -2.239 -3.062 -2.085 0.0104 -0.0173 -0.0442
O 4.383 -2.652 -0.716 -0.0026 0.0562 0.0147
C 3.171 -3.300 -0.366 0.0462 -0.0500 -0.0230
C 2.133 -2.201 -0.104 0.0397 0.0996 0.0806
C 0.824 -2.911 0.237 -0.2325 -0.0631 0.1503
O 0.281 -3.699 -0.763 0.0835 0.0552 0.0616
C 2.589 -1.437 1.170 -0.0185 -0.0884 0.0474
Se -0.478 -0.441 2.803 -0.0228 0.0347 -0.3379
C 2.035 -1.346 -1.383 0.0587 -0.0402 -0.0257
Se 0.226 -0.702 -1.837 -0.0387 0.0292 -0.0343
H 5.052 -3.313 -0.917 0.0227 -0.0194 -0.0010
H 3.297 -3.908 0.538 -0.0103 0.0131 -0.0003
H 2.824 -3.953 -1.172 -0.0378 0.0311 0.0264
H 0.034 -2.170 0.594 0.2580 -0.2391 -0.0093
H 0.937 -3.520 1.139 0.0748 -0.1033 -0.1209
H 0.060 -3.103 -1.499 -0.0406 -0.0208 -0.0669
H 3.640 -1.674 1.327 0.0025 -0.0086 0.0214
H 2.056 -1.856 2.026 -0.0267 0.0242 -0.0388
H 2.334 -1.940 -2.245 -0.0148 0.0188 0.0086
H 2.715 -0.498 -1.339 -0.0225 -0.0090 -0.0217
N 5.693 3.087 -0.978 -0.0412 0.0427 0.0372
C 5.411 2.407 0.158 0.0300 0.0096 -0.0011
O 6.201 2.243 1.061 0.0159 -0.0290 -0.0113
C 4.012 1.851 0.261 0.0177 -0.1564 0.1428
C 2.885 2.435 -0.331 -0.2104 -0.0863 -0.0315
C 1.630 1.811 -0.177 0.1020 0.1082 -0.0209
N 1.402 0.731 0.519 -0.0801 -0.0971 -0.0422
C 2.506 0.111 1.264 -0.0355 0.1756 -0.0585
C 3.833 0.733 1.015 -0.0070 0.0660 -0.0147
H 6.628 3.441 -1.090 0.0000 -0.0016 -0.0283
H 5.077 3.080 -1.770 0.0364 0.0010 -0.0269
H 2.933 3.348 -0.906 0.0261 0.0213 -0.0059
H 0.788 2.246 -0.703 0.0132 -0.0486 0.0496
H 2.266 0.310 2.326 0.0549 -0.0225 -0.0300
H 4.686 0.289 1.511 0.0416 0.0043 -0.0086
```
Forces are in eV/Å.

Properties
E_HOMO (spin up / spin down)   -10.82 / -11.31 eV
Orbital gap (spin up / spin down)   6.69 / 6.58 eV
Lowest unoccupied orbital energy (spin up / spin down)   -4.12 / -4.72 eV
Largest force on an atom   0.57 eV/A
Spin multiplicity   3
Electronic energy   -6986.1281 Eh
Net charge   +1
<S²>   2.05

***

(3)
C19H28BiF8N7O2PS2Te as an isolated structure, computed with ωB97M-V/def2-TZVPD.

Structure (XYZ):
```
69
Properties=species:S:1:pos:R:3:forces:R:3
Bi 0.274 0.291 0.327 0.0891 -0.1612 -0.3008
F -2.149 3.003 4.387 0.0061 0.0467 -0.0170
C -2.431 1.731 4.718 0.0019 -0.0143 0.0024
F -1.410 1.272 5.451 0.0355 -0.0127 0.0148
F -3.516 1.750 5.498 -0.0333 0.0056 0.0244
C -2.655 0.889 3.489 -0.0267 -0.0447 -0.0522
C -3.834 0.185 3.317 0.0169 0.0081 -0.0152
C -4.021 -0.607 2.189 0.0187 -0.0028 -0.0070
C -3.019 -0.643 1.247 -0.0384 0.0051 -0.0316
N -1.895 0.061 1.400 0.0727 0.1161 0.0107
C -1.671 0.785 2.502 0.0440 -0.0070 0.1435
S -0.059 1.482 2.596 0.0250 -0.0092 -0.1320
H -4.602 0.245 4.075 0.0025 -0.0011 0.0034
H -4.922 -1.186 2.053 -0.0042 0.0061 0.0024
H -3.081 -1.245 0.349 -0.0074 0.0000 0.0090
C -0.641 5.704 -1.885 -0.0220 0.0217 0.0024
N -0.953 5.531 -0.466 -0.0025 -0.0222 -0.0252
C 0.172 6.026 0.328 -0.0057 0.0325 0.0039
N 1.450 5.402 -0.016 -0.0167 -0.0430 -0.0109
C 1.693 5.581 -1.446 0.0237 0.0069 0.0050
N 0.615 5.073 -2.295 -0.0033 -0.0270 0.0102
C 0.529 3.617 -2.242 0.0338 0.0140 -0.0583
P 0.162 3.040 -0.523 -0.0502 -0.1642 0.0256
C -1.274 4.144 -0.148 0.0245 0.0639 0.0288
C 1.475 3.994 0.366 0.0312 0.0595 -0.0016
H -0.560 6.774 -2.083 0.0042 -0.0043 0.0006
H -1.459 5.304 -2.487 -0.0018 -0.0016 0.0048
H -0.036 5.865 1.387 0.0031 -0.0048 -0.0024
H 0.262 7.098 0.151 -0.0016 -0.0022 0.0032
H 2.628 5.088 -1.719 0.0012 -0.0047 0.0060
H 1.798 6.650 -1.639 -0.0063 -0.0044 -0.0050
H 1.471 3.169 -2.572 -0.0477 0.0569 0.0573
H -0.256 3.272 -2.918 -0.0291 0.0053 -0.0097
H -1.518 4.051 0.913 -0.0065 0.0016 -0.0059
H -2.147 3.823 -0.721 0.0027 0.0050 -0.0065
H 2.450 3.557 0.139 -0.0069 0.0050 -0.0049
H 1.308 3.899 1.440 0.0156 -0.0029 0.0060
C 5.003 -0.493 0.680 -0.0227 0.0036 -0.0141
N 4.426 -0.157 -0.628 -0.0457 -0.0275 0.0108
C 5.060 -0.499 -1.779 -0.0171 0.0210 -0.0196
C 4.497 -0.284 -2.986 0.0328 -0.0196 0.0172
C 3.206 0.313 -2.995 0.0391 0.0216 0.2017
N 2.591 0.667 -1.865 -0.0101 -0.0291 -0.1747
C 3.179 0.417 -0.694 -0.0313 0.1211 0.0474
O 2.597 0.706 0.390 -0.0127 -0.0331 0.2938
N 2.582 0.572 -4.143 -0.0823 0.0414 -0.1404
H 6.085 -0.517 0.583 -0.0022 -0.0230 -0.0032
H 4.633 -1.463 1.009 -0.0138 0.0052 0.0166
H 4.715 0.262 1.401 0.0080 0.0172 0.0056
H 6.034 -0.952 -1.660 -0.0061 -0.0026 -0.0089
H 5.003 -0.562 -3.898 0.0018 0.0147 0.0126
H 2.910 0.155 -4.998 0.0045 0.0064 -0.0157
H 1.621 0.864 -4.105 -0.0167 0.0023 -0.0095
F 1.303 -3.911 2.676 -0.0499 0.0277 -0.1071
Te 0.437 -3.141 1.241 0.0583 0.3154 0.0390
F 1.193 -1.466 1.907 -0.0154 -0.3445 0.1502
F -1.007 -2.949 2.416 0.2294 -0.0459 -0.1012
F -0.142 -4.814 0.706 0.0497 0.1322 0.0592
F 2.057 -3.393 0.330 -0.1826 0.0060 0.1109
O -0.321 -2.134 -0.040 -0.0566 -0.1037 -0.1314
C 3.339 -3.909 -2.819 -0.0205 -0.0434 0.0375
S 2.051 -2.719 -3.238 0.0766 -0.0790 0.0283
C 0.650 -3.847 -3.280 -0.0735 0.0203 0.0408
H 3.515 -4.604 -3.639 -0.0275 0.0051 -0.0054
H 3.064 -4.459 -1.921 -0.0053 0.0188 0.0168
H 4.258 -3.361 -2.621 0.0305 0.0369 -0.0165
H 0.498 -4.303 -2.302 0.0091 0.0152 -0.0119
H 0.799 -4.619 -4.034 0.0050 0.0029 -0.0070
H -0.235 -3.267 -3.536 0.0046 -0.0095 0.0002
```
Forces are in eV/Å.

Properties
E_HOMO   -10.86 eV
Orbital gap   7.61 eV
Lowest unoccupied orbital energy   -3.25 eV
Largest force on an atom   0.38 eV/A
Electronic energy   -3693.7694 Eh
Net charge   +1